Record 1
DFT (ωB97M-V/def2-TZVPD) results for a 12-piece molecular cluster, C49H127N9O12 overall.

* Kohn-Sham gap: 0.3047 hartree
* HOMO: -0.295 hartree
* net charge: 0
* SMILES string: CC1(C)CCCC(C)(C)N1O.CC1(C)CCCC(C)(C)N1O.COC[C@H](C)N.COC[C@H](C)N.COC[C@H](C)N.COC[C@H](C)N.COC[C@H](C)N.COC[C@H](C)N.COC[C@H](C)N.CO.CO.CO
* E: -90841.3301 eV

Geometry (Å):
1 C 7.849 -11.820 -25.497
2 C 7.144 -11.740 -26.866
3 C 8.336 -11.396 -27.850
4 C 6.517 -13.107 -27.102
5 C 5.240 -13.408 -26.353
6 C 4.212 -12.258 -26.455
7 C 4.817 -10.844 -26.178
8 C 3.794 -9.808 -26.660
9 C 4.995 -10.700 -24.642
10 N 6.047 -10.704 -26.991
11 O 6.601 -9.428 -26.964
12 H 7.187 -12.270 -24.757
13 H 8.739 -12.449 -25.471
14 H 8.144 -10.843 -25.114
15 H 8.843 -10.487 -27.525
16 H 9.141 -12.130 -27.813
17 H 8.073 -11.281 -28.901
18 H 6.322 -13.133 -28.174
19 H 7.149 -13.961 -26.856
20 H 4.815 -14.330 -26.750
21 H 5.435 -13.691 -25.318
22 H 3.380 -12.522 -25.801
23 H 3.789 -12.362 -27.454
24 H 2.832 -9.806 -26.148
25 H 3.589 -9.967 -27.719
26 H 4.158 -8.792 -26.510
27 H 3.992 -10.795 -24.226
28 H 5.268 -9.673 -24.400
29 H 5.579 -11.462 -24.127
30 H 6.956 -9.282 -26.085
31 C -0.813 -19.727 -31.043
32 C 0.358 -19.228 -30.112
33 C -0.366 -18.323 -29.103
34 C 0.857 -20.438 -29.241
35 C 1.930 -21.298 -29.961
36 C 3.049 -20.432 -30.617
37 C 2.514 -19.277 -31.569
38 C 3.682 -18.305 -31.815
39 C 1.870 -19.872 -32.921
40 N 1.445 -18.509 -30.816
41 O 1.078 -17.400 -31.539
42 H -0.952 -19.035 -31.872
43 H -0.523 -20.658 -31.530
44 H -1.766 -19.886 -30.539
45 H 0.211 -17.985 -28.242
46 H -0.763 -17.394 -29.513
47 H -1.227 -18.780 -28.615
48 H 1.267 -20.177 -28.265
49 H -0.005 -21.062 -29.007
50 H 2.371 -22.044 -29.299
51 H 1.354 -21.783 -30.749
52 H 3.659 -21.103 -31.220
53 H 3.650 -19.929 -29.860
54 H 4.577 -18.877 -32.058
55 H 3.927 -17.655 -30.975
56 H 3.514 -17.751 -32.738
57 H 1.655 -19.113 -33.673
58 H 1.075 -20.604 -32.780
59 H 2.684 -20.383 -33.435
60 H 1.234 -16.710 -30.891
61 C 1.510 -14.220 -38.321
62 O 0.384 -13.493 -37.978
63 C 0.612 -12.632 -36.834
64 C -0.718 -12.029 -36.376
65 C -0.735 -10.931 -35.276
66 N -1.525 -13.029 -35.696
67 H 1.263 -14.596 -39.314
68 H 1.867 -15.017 -37.668
69 H 2.265 -13.446 -38.455
70 H 1.138 -13.021 -35.962
71 H 1.208 -11.784 -37.172
72 H -1.198 -11.625 -37.267
73 H -0.084 -11.141 -34.427
74 H -1.720 -10.876 -34.811
75 H -0.585 -9.938 -35.700
76 H -0.896 -13.388 -34.993
77 H -1.659 -13.853 -36.264
78 C 3.504 -16.974 -20.330
79 O 2.867 -17.939 -21.171
80 C 2.402 -19.109 -20.464
81 C 1.763 -20.084 -21.477
82 C 0.458 -19.522 -22.063
83 N 1.386 -21.346 -20.991
84 H 3.913 -16.195 -20.973
85 H 4.318 -17.429 -19.766
86 H 2.819 -16.549 -19.596
87 H 3.236 -19.583 -19.947
88 H 1.780 -18.904 -19.593
89 H 2.428 -20.200 -22.333
90 H -0.256 -19.283 -21.275
91 H -0.027 -20.246 -22.717
92 H 0.652 -18.667 -22.711
93 H 2.169 -21.881 -20.643
94 H 0.730 -21.261 -20.227
95 C -2.657 -17.316 -42.096
96 O -2.229 -17.935 -40.879
97 C -3.239 -18.604 -40.134
98 C -2.644 -19.013 -38.711
99 C -3.545 -19.966 -37.889
100 N -2.250 -17.847 -37.917
101 H -2.805 -18.106 -42.833
102 H -1.935 -16.577 -42.441
103 H -3.640 -16.860 -41.978
104 H -4.018 -17.905 -39.830
105 H -3.557 -19.529 -40.616
106 H -1.720 -19.545 -38.932
107 H -3.130 -20.308 -36.941
108 H -3.771 -20.843 -38.494
109 H -4.490 -19.441 -37.747
110 H -1.590 -17.253 -38.398
111 H -1.711 -18.045 -37.087
112 C 11.198 -23.920 -30.759
113 O 10.520 -22.814 -31.440
114 C 10.136 -21.850 -30.496
115 C 11.346 -20.984 -29.966
116 C 10.900 -19.971 -28.954
117 N 11.912 -20.207 -31.135
118 H 12.096 -23.562 -30.256
119 H 11.469 -24.626 -31.544
120 H 10.527 -24.371 -30.028
121 H 9.508 -21.100 -30.977
122 H 9.578 -22.254 -29.651
123 H 12.152 -21.601 -29.567
124 H 10.375 -20.376 -28.088
125 H 10.254 -19.193 -29.361
126 H 11.715 -19.410 -28.498
127 H 11.950 -20.871 -31.895
128 H 11.223 -19.590 -31.540
129 C -6.904 -29.452 -34.613
130 O -6.441 -28.258 -34.020
131 C -5.933 -28.405 -32.698
132 C -5.598 -27.027 -32.144
133 C -4.411 -26.366 -32.732
134 N -5.478 -27.185 -30.695
135 H -6.129 -30.213 -34.707
136 H -7.256 -29.243 -35.623
137 H -7.746 -29.926 -34.110
138 H -6.763 -28.785 -32.103
139 H -5.062 -29.046 -32.830
140 H -6.352 -26.268 -32.353
141 H -4.185 -25.433 -32.217
142 H -4.536 -26.142 -33.792
143 H -3.551 -27.036 -32.745
144 H -6.300 -27.656 -30.344
145 H -4.824 -27.925 -30.483
146 C 5.630 -26.037 -33.664
147 O 5.997 -25.229 -34.775
148 C 7.156 -25.619 -35.491
149 C 7.590 -24.444 -36.356
150 C 8.922 -24.594 -37.112
151 N 7.744 -23.296 -35.580
152 H 6.475 -26.226 -33.002
153 H 5.287 -27.019 -33.992
154 H 4.747 -25.616 -33.183
155 H 7.911 -25.748 -34.715
156 H 7.078 -26.550 -36.052
157 H 6.774 -24.376 -37.075
158 H 9.000 -25.423 -37.815
159 H 9.794 -24.695 -36.465
160 H 9.095 -23.725 -37.746
161 H 6.899 -23.428 -35.042
162 H 8.430 -23.593 -34.901
163 C -9.705 -11.839 -23.598
164 O -9.514 -12.225 -24.929
165 C -8.658 -13.335 -25.191
166 C -8.759 -13.936 -26.602
167 C -7.637 -14.907 -27.110
168 N -8.688 -12.835 -27.603
169 H -8.744 -11.713 -23.100
170 H -10.219 -12.666 -23.107
171 H -10.329 -10.945 -23.621
172 H -7.652 -12.950 -25.024
173 H -8.919 -14.138 -24.501
174 H -9.755 -14.339 -26.789
175 H -7.652 -15.804 -26.491
176 H -6.695 -14.359 -27.137
177 H -7.898 -15.096 -28.151
178 H -9.207 -12.130 -27.099
179 H -7.780 -12.394 -27.636
180 C -2.335 -11.300 -28.940
181 O -3.067 -10.579 -27.992
182 H -1.443 -10.734 -29.207
183 H -1.948 -12.168 -28.405
184 H -2.919 -11.657 -29.789
185 H -3.010 -9.627 -28.102
186 C 10.234 -14.874 -33.814
187 O 9.809 -16.208 -34.023
188 H 11.321 -14.819 -33.871
189 H 9.803 -14.345 -34.663
190 H 9.713 -14.452 -32.954
191 H 9.797 -16.441 -34.954
192 C -6.899 -22.033 -28.162
193 O -6.012 -22.809 -27.359
194 H -7.725 -21.635 -27.574
195 H -6.408 -21.166 -28.603
196 H -7.457 -22.627 -28.885
197 H -5.746 -23.586 -27.856

***

Record 2
DFT (ωB97M-V/def2-TZVPD) results for C29H30Cl2N5O3Ta as an isolated structure.

* Kohn-Sham gap: 0.2556 hartree
* HOMO: -0.487 hartree
* net charge: +2
* E: -70741.6553 eV

Geometry (Å):
1 Ta 0.432 0.617 -0.068
2 O 1.149 -0.774 1.001
3 C 1.782 -1.960 0.967
4 C 1.641 -2.854 2.016
5 C 2.329 -4.056 1.964
6 C 3.164 -4.369 0.890
7 C 3.312 -3.469 -0.141
8 C 2.609 -2.254 -0.125
9 C 2.801 -1.306 -1.187
10 N 2.114 -0.234 -1.384
11 C 2.499 0.616 -2.511
12 C 2.589 2.060 -1.993
13 N 2.108 2.083 -0.604
14 C 2.834 2.756 0.233
15 C 2.604 2.906 1.633
16 C 3.548 3.568 2.436
17 C 3.316 3.722 3.782
18 C 2.130 3.234 4.337
19 C 1.177 2.595 3.562
20 C 1.425 2.423 2.209
21 O 0.511 1.831 1.425
22 H 1.006 -2.595 2.852
23 H 2.224 -4.759 2.779
24 H 3.699 -5.308 0.875
25 H 3.968 -3.692 -0.974
26 H 3.609 -1.530 -1.885
27 H 1.743 0.514 -3.290
28 H 3.447 0.290 -2.939
29 H 1.990 2.737 -2.604
30 H 3.617 2.420 -2.036
31 H 3.722 3.255 -0.157
32 H 4.455 3.952 1.985
33 H 4.040 4.225 4.407
34 H 1.947 3.364 5.396
35 H 0.251 2.231 3.984
36 Cl -3.122 2.871 0.403
37 C -3.590 1.249 0.787
38 C -4.929 1.003 1.146
39 C -5.318 -0.263 1.470
40 Cl -6.952 -0.544 1.936
41 C -4.399 -1.347 1.424
42 C -4.740 -2.682 1.743
43 C -3.790 -3.656 1.651
44 C -2.498 -3.304 1.218
45 N -2.135 -2.079 0.919
46 C -3.066 -1.093 1.036
47 C -2.664 0.243 0.743
48 O -1.372 0.485 0.467
49 H -5.633 1.821 1.176
50 H -5.749 -2.913 2.054
51 H -4.016 -4.685 1.890
52 H -1.740 -4.072 1.110
53 N -0.535 1.996 -1.690
54 C -0.641 2.009 -3.185
55 C -1.652 1.016 -3.722
56 C -1.331 -0.472 -3.576
57 C -1.621 -1.094 -2.211
58 N -0.448 -1.173 -1.297
59 H -1.494 2.015 -1.333
60 H -0.166 2.904 -1.404
61 H 0.340 1.824 -3.614
62 H -0.938 3.014 -3.489
63 H -1.754 1.243 -4.785
64 H -2.634 1.221 -3.283
65 H -0.297 -0.678 -3.877
66 H -1.950 -1.001 -4.301
67 H -1.999 -2.108 -2.348
68 H -2.407 -0.537 -1.700
69 H 0.249 -1.770 -1.733
70 H -0.800 -1.680 -0.464

***

Energy above the lowest of the compared OMol25 structures with the same formula, charge and spin (computed, kJ/mol): 537.4, 0.0
Lowest unoccupied orbital energy (computed, eV): 0.27, -6.29